20
Properties=species:S:1:pos:R:3:forces:R:3 method="wB97M-V/def2-TZVPD" lumo_energy_ev=-1.20 total_charge=0 max_force_ev_per_a=14.8 relative_energy_kj_mol=709.59 homo_ev=-7.85 total_energy_ha=-664.4565
C -0.61289 -1.30524 -0.55618 -1.13 -4.72 -1.95
C -1.40488 -1.59428 0.48958 -3.06 -1.61 1.84
C -1.57566 -0.66016 1.54217 9.10 4.74 -10.64
C -0.63494 0.47392 1.60058 -2.91 -5.32 -3.73
C 0.52947 2.26253 2.04232 -0.34 -0.55 -2.19
C 0.22705 0.56553 0.46728 -1.22 2.86 5.60
C 0.27446 -0.30841 -0.55691 1.49 3.19 -1.26
C 1.30453 -0.04584 -1.62223 -5.67 10.22 0.25
H -0.41070 -1.58935 -2.54901 -0.76 -3.92 3.65
H -1.98601 -2.70173 0.40420 1.49 3.53 0.50
H -1.96799 -0.94013 2.27136 -6.89 -3.86 11.45
H 1.41681 2.24193 2.64904 -0.29 0.64 1.13
H 0.22224 3.18969 1.51720 -0.67 0.37 2.15
H 1.84256 0.90326 -1.40508 0.01 -1.03 0.33
H 1.76649 -0.81092 -1.58663 6.95 -9.78 -0.61
N 0.76249 0.27656 -2.94720 -0.37 -0.95 -0.94
O -0.67056 -2.32194 -1.55161 1.69 5.09 -3.78
O -0.54076 1.38258 2.54911 1.62 2.15 0.18
O 1.01511 1.68185 0.84577 1.09 -1.96 -2.58
O 0.44318 -0.69984 -3.60374 -0.15 0.92 0.59